Here is the molecule CH2N2S4 in a non-equilibrium geometry from the OMol25 dataset. Energies are from ωB97M-V/def2-TZVPD.

The geometry in XYZ format:
```
9
Properties=species:S:1:pos:R:3:forces:R:3
C 1.69121 -0.37748 0.05386 0.266 -0.146 -0.238
N 0.57183 -0.55134 0.80063 -0.373 0.332 0.076
N -1.59262 0.90641 0.15646 0.358 0.420 1.009
S 2.84331 -1.47709 -0.23497 0.137 0.026 -0.004
S 1.53121 1.28506 -0.49297 -0.089 -0.067 0.107
S -0.24460 0.97889 0.86512 -0.439 -0.426 -0.679
S -1.99845 0.02458 -1.20478 0.296 -0.283 -0.287
H 0.40636 -1.36702 1.37639 -0.080 0.083 0.043
H -3.20824 0.57799 -1.31975 -0.075 0.060 -0.028
```
Forces are in eV/Å.

Summary:
gap between HOMO and LUMO = 7.873 eV
HOMO level = -0.3144 Ha

And the Mulliken charges, in e, turn out to be: atom 1 (C): 0.34, atom 2 (N): -0.21, atom 3 (N): -0.22, atom 4 (S): -0.32, atom 5 (S): -0.15, atom 6 (S): 0.25, atom 7 (S): -0.06, atom 8 (H): 0.23, atom 9 (H): 0.15